--- A ---
The following is a DFT calculation (ωB97M-V with the def2-TZVPD basis set) of an isolated ion of composition C3H5N2O and charge +1.

Computed properties:
Lowest unoccupied orbital energy (alpha / beta) (Ha): -0.189 / -0.189
2S+1: 1
Total charge: +1

Last column: natural (NBO) charge in e.
Positions of all 11 atoms, in Å:
O -2.9569 0.2795 -0.0560  -0.28
N 1.0564 -0.2708 0.2750  -0.40
N -0.8018 0.8055 -0.7448  -0.57
C 0.7292 -1.3463 0.9365  -0.22
C 0.5911 0.7122 -0.5317  -0.08
C -1.8552 0.4819 -0.2310  0.92
H 2.1367 -0.1817 0.0950  0.46
H -1.1263 1.5778 -1.3275  0.49
H -0.3272 -1.6375 1.0152  0.19
H 1.2171 1.2787 -1.2232  0.25
H 1.3369 -1.6995 1.7925  0.25

=====

--- B ---
The following is a DFT calculation (ωB97M-V with the def2-TZVPD basis set) of an isolated ion of composition C3H5N2O and charge +1.

Computed properties:
Lowest unoccupied orbital energy (alpha / beta) (Ha): -0.197 / -0.197
2S+1: 1
Total charge: +1

Last column: natural (NBO) charge in e.
Positions of all 11 atoms, in Å:
O -0.7514 -0.9085 -0.5862  -0.42
N 1.0977 0.0746 0.8082  -0.59
N 0.0979 1.1152 -1.0455  -0.63
C -0.0882 -0.7635 0.9749  0.13
C 1.1615 0.8930 -0.2099  0.29
C -0.7567 0.0887 -1.3403  0.56
H 0.0026 -1.7298 1.3001  0.23
H 0.1716 2.0757 -1.4471  0.48
H -0.8842 -0.1430 1.5213  0.23
H 1.9775 -0.2084 1.3611  0.46
H -1.5149 0.1345 -2.1771  0.25

=====

So which one wins? Going from most stable to least: B, A.

=====

--- A ---
The following is a DFT calculation (ωB97M-V with the def2-TZVPD basis set) of C10H16NO as an isolated structure.

Computed properties:
Lowest unoccupied orbital energy (alpha / beta) (Ha): -0.161 / -0.129
2S+1: 1
Total charge: +1

Last column: natural (NBO) charge in e.
Positions of all 28 atoms, in Å:
O 1.7889 1.5315 0.6095  -0.52
N -1.6437 0.6706 -0.2636  -0.42
C -3.0201 0.5446 0.3902  -0.40
C 0.6634 -0.3906 -0.0015  -0.17
C 1.3651 0.8729 -0.4591  0.38
C 1.6435 -0.7628 1.1504  -0.40
C 2.6229 0.4326 1.0403  0.02
C 3.4092 0.2033 -0.1757  -0.16
C 2.6374 0.5394 -1.2511  -0.27
C -1.3989 2.0236 -0.5574  -0.15
C -0.6559 -0.0037 0.6681  -0.21
C 0.6444 -1.5107 -1.0976  -0.63
H 2.1782 -1.7900 1.0107  0.24
H 1.3191 -1.1517 -1.9127  0.24
H -1.2879 2.8326 0.1675  0.23
H 2.6854 0.5632 -2.2994  0.24
H 3.2180 0.7701 1.8565  0.24
H -1.1231 -0.8899 1.1338  0.23
H 4.3405 -0.2481 -0.1505  0.23
H -0.2829 -1.8090 -1.5982  0.21
H -3.7562 0.4519 -0.4563  0.24
H -3.0239 -0.3962 1.0361  0.24
H 0.9914 -2.4059 -0.6549  0.23
H -1.4869 0.0154 -1.0372  0.45
H -1.6957 2.3546 -1.4829  0.20
H -0.4951 0.7974 1.4666  0.25
H 1.1035 -0.7428 2.0680  0.22
H -3.1263 1.5170 0.7798  0.23

=====

--- B ---
The following is a DFT calculation (ωB97M-V with the def2-TZVPD basis set) of an isolated ion of composition C10H16NO and charge +1.

Computed properties:
Lowest unoccupied orbital energy (alpha / beta) (Ha): -0.130 / -0.137
2S+1: 1
Total charge: +1

Last column: natural (NBO) charge in e.
Positions of all 28 atoms, in Å:
O -1.0276 2.0739 -0.7918  -0.67
N -1.5083 0.9975 1.3069  -0.57
C -3.0718 -0.9850 1.3863  -0.63
C 1.4273 0.1304 0.1771  -0.11
C 0.4302 -1.1139 -0.1592  -0.25
C 1.8276 -0.4399 -2.0422  -0.11
C 2.1739 0.3967 -0.9841  -0.07
C 3.2775 1.5044 -1.1258  -0.62
C 0.8579 -1.5349 -1.5374  -0.46
C -0.7600 1.0319 0.0342  0.43
C -1.5973 -0.5047 1.2964  -0.03
C -0.9260 -0.4735 -0.0592  -0.29
H -0.0131 -1.6421 -2.2052  0.22
H 1.3807 -2.5200 -1.6478  0.25
H -1.0443 -1.0277 2.1727  0.25
H -2.3784 1.5353 1.2729  0.44
H 3.6612 1.5753 -0.1268  0.22
H -0.9714 1.4576 2.0723  0.44
H 2.3951 -0.3835 -2.9348  0.22
H 2.6212 2.3884 -1.2842  0.23
H -3.2849 -2.0085 1.7267  0.26
H 0.3314 -1.9132 0.6637  0.23
H -3.6354 -0.8699 0.5463  0.23
H 1.6892 0.3935 1.0903  0.19
H -3.4937 -0.3756 2.2486  0.22
H -0.6937 1.9186 -1.6962  0.52
H 3.9805 1.2709 -1.8508  0.23
H -1.6624 -0.8067 -0.9047  0.23

=====

So which one wins? Going from most stable to least: B, A.

=====

--- A ---
The following is a DFT calculation (ωB97M-V with the def2-TZVPD basis set) of a 2-piece molecular cluster, C8H16O2 overall.

Computed properties:
Lowest unoccupied orbital energy (Ha): 0.033
SMILES: CC(=O)C(C)(C)O.C=CC
2S+1: 1

Last column: natural (NBO) charge in e.
Positions of all 26 atoms, in Å:
O -0.4159 1.0382 1.4590  -0.57
O 1.6236 -0.6474 -0.8585  -0.72
C -2.9346 0.3435 -0.3658  -0.66
C 0.2721 1.8205 -0.6883  -0.75
C -1.4412 -1.2534 -1.5642  -0.47
C -2.1356 -0.9041 -0.4977  -0.13
C 1.3986 -0.1868 0.4592  0.14
C 1.0359 -1.3402 1.3965  -0.62
C 0.3074 0.9014 0.4994  0.62
C 2.6931 0.4947 0.9212  -0.61
H -2.5805 0.9240 0.4791  0.25
H 2.9898 1.2536 0.2031  0.22
H -0.7308 2.2089 -0.8357  0.23
H 0.1534 -1.8603 1.0276  0.21
H -2.8839 0.9430 -1.2718  0.21
H -3.9796 0.0947 -0.1685  0.22
H 0.8178 -0.9533 2.3874  0.23
H -2.1770 -1.5602 0.3632  0.20
H 0.6357 1.3209 -1.5802  0.24
H -1.3959 -0.6286 -2.4434  0.20
H -0.9242 -2.1992 -1.6286  0.20
H 2.5546 0.9498 1.8981  0.22
H 1.8634 -2.0429 1.4548  0.21
H 3.4850 -0.2492 0.9788  0.22
H 0.8389 -1.1291 -1.1515  0.48
H 0.9297 2.6618 -0.4732  0.24

=====

--- B ---
The following is a DFT calculation (ωB97M-V with the def2-TZVPD basis set) of a 2-piece molecular cluster, C8H16O2 overall.

Computed properties:
Lowest unoccupied orbital energy (Ha): 0.030
SMILES: CCC(C)=O.CCC(C)=O
2S+1: 1

Last column: natural (NBO) charge in e.
Positions of all 26 atoms, in Å:
O 4.3134 -0.4276 -0.3477  -0.55
O 9.8909 -2.3267 -0.3732  -0.56
C 7.1680 -0.0419 -2.2232  -0.60
C 4.8589 0.3797 -1.1542  0.60
C 9.6808 -3.3345 -1.0480  0.59
C 11.3863 -5.1453 -0.4871  -0.60
C 6.3342 0.6829 -1.1622  -0.52
C 10.8341 -4.1938 -1.5373  -0.51
C 3.9870 1.2475 -2.0865  -0.73
C 8.2482 -3.6864 -1.2817  -0.72
H 7.1254 0.5658 -3.1427  0.20
H 3.5243 0.5841 -2.8364  0.24
H 4.5737 2.0188 -2.6133  0.21
H 10.5626 -4.7355 -2.4637  0.21
H 8.2247 -0.1675 -1.9332  0.24
H 8.0082 -4.3464 -0.4311  0.24
H 3.1856 1.7447 -1.5145  0.24
H 6.7417 -1.0361 -2.4385  0.21
H 12.3745 -5.5380 -0.7802  0.22
H 7.5898 -2.8026 -1.2378  0.24
H 6.6148 1.7534 -1.1911  0.22
H 8.0436 -4.2314 -2.2185  0.22
H 10.6915 -5.9938 -0.3689  0.20
H 6.5892 0.2952 -0.1572  0.24
H 11.6963 -3.5397 -1.7703  0.23
H 11.4853 -4.6336 0.4850  0.22

=====

So which one wins? Going from most stable to least: A, B.

=====

--- A ---
The following is a DFT calculation (ωB97M-V with the def2-TZVPD basis set) of one molecule with the formula C16H26N2O3.

Computed properties:
Lowest unoccupied orbital energy (Ha): 0.026
SMILES: CCCCN(C)CCC(=O)Nc1ccc(OC)cc1OC
2S+1: 1

Last column: natural (NBO) charge in e.
Positions of all 47 atoms, in Å:
O 1.9999 2.2867 0.1975  -0.52
O 5.6226 -0.6113 -0.8995  -0.50
O -0.4121 -1.7601 1.4574  -0.62
N 0.4666 0.2756 0.9400  -0.63
N -3.3222 0.1747 -0.1996  -0.45
C 3.5390 -1.5651 -0.0500  -0.32
C 4.3436 -0.5051 -0.4354  0.31
C -0.5213 -0.5554 1.3617  0.69
C 1.7525 -0.0379 0.4876  0.14
C -4.2499 0.9614 -0.9975  -0.21
C 2.7739 3.4036 -0.1672  -0.25
C -2.4401 0.9962 0.6048  -0.20
C 6.1894 -1.8949 -0.9998  -0.25
C 2.5699 1.0412 0.0931  0.28
C -2.5877 -0.7770 -1.0067  -0.43
C 3.8495 0.8005 -0.3611  -0.33
C -1.7898 0.1936 1.7431  -0.51
C 2.2521 -1.3249 0.4081  -0.22
C -5.5121 0.1733 -1.3518  -0.40
C -7.4575 -1.1590 -0.4447  -0.60
C -6.2305 -0.3246 -0.1010  -0.40
H -1.5376 0.8772 2.5570  0.23
H -2.0204 -1.4430 -0.3632  0.22
H 0.2789 1.2689 0.9290  0.41
H 5.6291 -2.5284 -1.6948  0.18
H -7.9558 -1.4980 0.4605  0.21
H -5.5290 -0.9183 0.4858  0.21
H 2.1367 4.2709 0.0005  0.20
H -5.2605 -0.6781 -1.9857  0.19
H -6.1741 0.8254 -1.9266  0.20
H -6.5310 0.5325 0.5058  0.19
H 4.5061 1.5961 -0.6709  0.23
H 6.2445 -2.3872 -0.0237  0.18
H -3.2860 -1.3802 -1.5808  0.20
H -1.6631 1.4882 -0.0116  0.16
H 7.1970 -1.7429 -1.3838  0.20
H -7.1739 -2.0332 -1.0268  0.20
H -2.5139 -0.5329 2.1119  0.25
H -3.0499 1.7824 1.0584  0.20
H 1.6247 -2.1461 0.7106  0.26
H -8.1669 -0.5759 -1.0289  0.20
H -1.8934 -0.2828 -1.7072  0.16
H 3.8902 -2.5826 -0.0959  0.22
H 3.6714 3.4873 0.4528  0.18
H -3.7738 1.3328 -1.9229  0.17
H 3.0621 3.3635 -1.2219  0.18
H -4.5519 1.8315 -0.4081  0.19

=====

--- B ---
The following is a DFT calculation (ωB97M-V with the def2-TZVPD basis set) of a 2-piece molecular cluster, C16H26N2O3 overall.

Computed properties:
Lowest unoccupied orbital energy (Ha): 0.001
2S+1: 1

Last column: natural (NBO) charge in e.
Positions of all 47 atoms, in Å:
O -0.8676 -3.6981 -0.5313  -0.56
O -2.1895 3.7797 -0.7764  -0.55
O 4.5707 0.7045 2.1902  -0.59
N 5.1867 1.0004 0.0171  -0.87
N -0.4531 -1.2399 0.4667  -0.73
C -1.5780 2.8594 -0.2869  0.56
C 0.3371 -1.1307 -1.8407  -0.64
C -2.9169 0.4029 2.3052  -0.24
C 2.0776 1.5770 0.1774  -0.39
C -3.8986 -0.2431 1.5581  -0.23
C 0.5872 -1.7522 -0.4780  -0.07
C -1.3356 -4.0848 -1.8216  -0.25
C -2.3691 1.7829 0.3762  -0.05
C 4.3614 1.2543 1.1386  0.70
C -3.3679 1.1435 -0.3546  -0.22
C 0.4823 -3.2773 -0.4580  -0.08
C 3.2679 2.2434 0.9298  -0.52
C -0.0651 2.8301 -0.3656  -0.53
C -4.1201 0.1349 0.2423  -0.24
C 0.7000 2.0195 0.6967  -0.71
C -2.1678 1.4053 1.7032  -0.21
H -4.8886 -0.3473 -0.3439  0.21
H 2.1678 1.8191 -0.8876  0.17
H 4.7027 0.4589 -0.6894  0.37
H 3.6666 3.0346 0.3012  0.22
H -1.3169 -1.7599 0.2738  0.44
H 2.9630 2.6597 1.8781  0.23
H 1.5523 -1.4367 -0.0992  0.24
H -0.2128 -1.4317 1.4387  0.43
H -3.5404 1.4417 -1.3761  0.22
H -0.7073 -1.2252 -2.1445  0.21
H -4.4911 -1.0406 1.9804  0.21
H -1.8127 -3.2449 -2.3310  0.18
H 2.2245 0.5031 0.2849  0.14
H -0.6399 -0.2060 0.3822  0.49
H -1.3841 1.8877 2.2567  0.25
H -2.6950 0.1543 3.3307  0.22
H 0.5815 -0.0695 -1.8230  0.25
H 0.8679 -3.6491 0.4961  0.20
H 0.9595 -1.6086 -2.5962  0.23
H -2.0775 -4.8680 -1.6804  0.20
H 1.0891 -3.7182 -1.2505  0.19
H 5.9757 0.4484 0.3329  0.38
H 0.1715 2.3754 -1.3322  0.20
H -0.5251 -4.4732 -2.4400  0.18
H 0.9060 2.7017 1.5195  0.16
H 0.2215 3.8822 -0.3695  0.21

=====

So which one wins? Going from most stable to least: A, B.

=====

--- A ---
The following is a DFT calculation (ωB97M-V with the def2-TZVPD basis set) of a 2-piece molecular cluster, H3N2O2P overall.

Computed properties:
Lowest unoccupied orbital energy (alpha / beta) (Ha): -0.032 / -0.032
SMILES: NP=O.N=O
2S+1: 1

Last column: natural (NBO) charge in e.
Positions of all 8 atoms, in Å:
P -0.7646 0.8247 -1.0044  1.42
O 1.6587 -1.2613 0.8397  -0.25
O -1.0285 -0.6147 -1.2685  -1.05
N -1.1790 1.0522 0.5840  -1.19
N 1.8450 -0.7383 -0.2995  -0.04
H -0.8050 1.8686 1.0141  0.40
H -1.4324 0.2951 1.2500  0.42
H 1.7058 -1.4262 -1.1154  0.29

=====

--- B ---
The following is a DFT calculation (ωB97M-V with the def2-TZVPD basis set) of a 2-piece molecular cluster, H3N2O2P overall.

Computed properties:
Lowest unoccupied orbital energy (alpha / beta) (Ha): -0.034 / -0.034
2S+1: 1

Last column: natural (NBO) charge in e.
Positions of all 8 atoms, in Å:
P -1.6935 0.6283 -0.6071  1.41
O -2.9464 1.1415 -0.0706  -1.03
O -0.4932 1.2061 0.2657  -0.95
N 1.1576 -0.9506 0.3150  -0.48
N 1.1710 0.2215 -0.2150  -0.09
H 1.5770 -0.8248 1.1915  0.38
H 0.5010 -1.7119 0.2835  0.39
H 0.7266 0.2900 -1.1630  0.37

=====

--- C ---
The following is a DFT calculation (ωB97M-V with the def2-TZVPD basis set) of one molecule with the formula H3N2O2P.

Computed properties:
Lowest unoccupied orbital energy (Ha): -0.009
SMILES: NP[N+](=O)[O-]
2S+1: 1

Last column: natural (NBO) charge in e.
Positions of all 8 atoms, in Å:
P 0.0475 -0.8850 -0.4123  0.93
O -1.1376 1.3454 -0.5891  -0.40
O -2.2311 -0.2462 0.4283  -0.36
N -1.2345 0.2189 -0.0799  0.25
N 1.3747 0.0840 -0.1944  -1.18
H 2.2614 -0.0912 -0.6176  0.42
H -0.3723 -1.3757 1.0846  -0.06
H 1.2919 0.9498 0.3803  0.42

=====

So which one wins? Going from most stable to least: A, B, C.

=====

--- A ---
The following is a DFT calculation (ωB97M-V with the def2-TZVPD basis set) of C4H6O3S as an isolated structure.

Computed properties:
Lowest unoccupied orbital energy (Ha): 0.000
2S+1: 1

Last column: natural (NBO) charge in e.
Positions of all 14 atoms, in Å:
S -0.2878 1.0688 -3.6982  0.02
O -0.6262 0.1881 2.4751  -0.56
O 0.2381 -0.0229 -1.4484  -0.52
O -1.0395 -0.3215 0.2576  -0.55
C -1.3931 -0.3629 1.6756  0.63
C -0.6306 0.8588 -2.1358  0.03
C 1.4685 -0.6912 0.4972  -0.68
C 0.2787 0.2007 0.0038  0.29
H 1.9552 0.0362 1.5344  0.27
H 0.8582 -1.9324 0.7863  0.25
H 0.3868 1.2510 0.2971  0.19
H -1.2694 1.3038 -1.4397  0.18
H -2.3288 -0.7974 2.0174  0.17
H 2.3899 -0.7791 -0.8224  0.27

=====

--- B ---
The following is a DFT calculation (ωB97M-V with the def2-TZVPD basis set) of one molecule with the formula C4H6O3S.

Computed properties:
Lowest unoccupied orbital energy (Ha): -0.020
SMILES: O=COC[C@@H](O)C=S
2S+1: 1

Last column: natural (NBO) charge in e.
Positions of all 14 atoms, in Å:
S 0.2445 0.3536 -2.8611  0.08
O -1.3970 0.6601 0.1437  -0.47
O 1.3794 -0.9588 0.7294  -0.72
O -1.2474 -1.2385 1.4496  -0.62
C -1.8001 -0.4334 0.7351  0.67
C 0.9940 0.1420 -0.1135  -0.04
C -0.0502 1.0650 0.3864  -0.12
C 0.8457 -0.3461 -1.5355  -0.28
H 1.3250 -1.3332 -1.5302  0.21
H 0.0061 2.0308 -0.1880  0.23
H 0.0581 1.2703 1.4168  0.21
H 0.5752 -1.3669 1.0405  0.49
H 1.9191 0.7911 -0.0953  0.23
H -2.8524 -0.6358 0.4222  0.12

=====

So which one wins? Going from most stable to least: B, A.